No. 1
67
Properties=species:S:1:pos:R:3 method="wB97M-V/def2-TZVPD" de_lowest_ev=2.164 total_charge=+1 multiplicity=2 lumo_ev="-3.0 / -4.1"
Yb -0.196 -0.193 -1.014
C 1.428 1.415 2.421
N 1.465 1.729 0.983
P 2.345 0.428 0.184
C 2.418 1.041 -1.567
C 2.414 0.086 -2.596
C 2.487 0.490 -3.923
C 2.549 1.839 -4.235
C 2.619 2.782 -3.220
C 2.575 2.388 -1.894
C 4.064 0.891 0.600
C 4.407 2.169 1.026
C 5.738 2.488 1.232
C 6.727 1.544 1.006
C 6.385 0.267 0.588
C 5.055 -0.061 0.384
P 0.079 2.344 0.108
C -1.446 2.550 1.118
C -1.691 2.340 2.468
C -2.964 2.548 2.979
C -3.994 2.977 2.162
C -3.750 3.215 0.818
C -2.489 2.998 0.301
C 0.580 4.109 0.107
C 0.840 4.720 1.331
C 1.393 5.987 1.372
C 1.681 6.657 0.192
C 1.349 6.085 -1.025
C 0.789 4.819 -1.069
H 2.416 1.049 2.712
H 0.692 0.644 2.671
H 1.230 2.317 2.996
H 2.461 -0.973 -2.346
H 2.514 -0.246 -4.711
H 2.565 2.156 -5.267
H 2.725 3.829 -3.462
H 2.687 3.119 -1.107
H 3.637 2.906 1.207
H 6.003 3.481 1.562
H 7.764 1.800 1.167
H 7.154 -0.472 0.419
H 4.781 -1.057 0.059
H -0.920 1.992 3.134
H -3.147 2.368 4.028
H -4.985 3.115 2.567
H -4.547 3.558 0.174
H -2.303 3.168 -0.757
H 0.600 4.209 2.253
H 1.605 6.451 2.324
H 2.151 7.628 0.223
H 1.542 6.618 -1.944
H 0.524 4.370 -2.016
F -3.450 -0.663 0.852
B -2.346 -0.645 0.143
F -1.955 -1.803 -0.545
F -2.292 0.368 -0.902
F -1.144 -0.320 0.929
N 1.131 -4.258 -0.316
C 0.705 -3.182 -0.982
O 0.721 -2.037 -0.417
C 0.276 -3.324 -2.346
C 0.274 -4.568 -2.999
N 0.308 -5.607 -3.487
C -0.151 -2.136 -2.876
N -0.414 -1.008 -3.065
H 1.356 -4.168 0.662
H 1.051 -5.175 -0.728



No. 2
81
Properties=species:S:1:pos:R:3 method="wB97M-V/def2-TZVPD" de_lowest_ev=0.531 lumo_ev=-1.1
C -4.374 4.626 -2.454
Cl -4.654 4.570 -0.683
Cl -5.710 3.675 -3.225
Cl -2.793 4.031 -2.866
H -4.391 5.671 -2.753
C 0.786 0.891 -4.034
Cl -0.918 1.042 -3.661
Cl 1.639 2.530 -3.968
Cl 1.015 0.285 -5.688
H 1.326 0.303 -3.262
C -6.976 0.052 -1.253
Cl -7.830 1.481 -0.789
Cl -5.186 0.000 -1.325
Cl -7.609 -0.550 -2.766
H -7.193 -0.778 -0.513
C 5.181 4.559 -0.731
Cl 5.696 4.551 0.986
Cl 5.743 5.994 -1.466
Cl 3.320 4.413 -0.866
H 5.599 3.677 -1.248
C 4.187 -1.073 -1.307
Cl 4.334 -1.725 -2.897
Cl 3.013 -1.896 -0.285
Cl 3.757 0.692 -1.503
H 5.145 -0.958 -0.782
C -1.251 -3.786 -0.374
C -2.573 -3.691 0.061
C -3.584 -3.250 -0.852
C -3.239 -3.004 -2.145
C -1.916 -3.018 -2.625
C -0.998 -3.401 -1.679
N -4.298 -2.633 -3.007
O -5.429 -3.029 -2.738
O -3.987 -1.975 -3.984
H -0.471 -4.047 0.311
H -2.868 -4.067 1.055
H -4.624 -3.146 -0.495
H -1.637 -2.663 -3.592
H 0.031 -3.425 -1.997
C 6.100 0.870 1.193
C 5.433 -0.008 2.023
C 5.867 -1.331 2.066
C 6.995 -1.695 1.346
C 7.730 -0.849 0.553
C 7.240 0.413 0.516
N 7.529 -3.085 1.439
O 6.772 -3.939 1.669
O 8.666 -3.257 1.153
H 5.752 1.876 0.974
H 4.582 0.322 2.641
H 5.296 -2.138 2.596
H 8.697 -1.047 0.124
H 7.751 1.156 -0.084
C -2.026 0.409 4.175
C -2.247 -0.897 3.784
C -3.374 -1.257 3.066
C -4.261 -0.245 2.659
C -4.140 1.105 3.056
C -2.958 1.390 3.825
N -5.566 -0.633 2.085
O -5.719 -1.847 1.883
O -6.372 0.242 1.949
H -1.162 0.747 4.700
H -1.581 -1.690 4.210
H -3.564 -2.216 2.569
H -4.808 1.870 2.553
H -2.918 2.443 4.054
C -1.741 1.211 -0.072
C -1.437 -0.018 0.475
C -0.139 -0.273 0.990
C 0.838 0.747 0.913
C 0.587 1.899 0.173
C -0.742 2.142 -0.180
N 2.072 0.593 1.654
O 2.116 -0.428 2.387
O 2.977 1.383 1.497
H -2.707 1.346 -0.511
H -2.147 -0.799 0.372
H 0.087 -1.199 1.541
H 1.320 2.705 0.127
H -1.058 3.052 -0.740



No. 3
57
Properties=species:S:1:pos:R:3 method="wB97M-V/def2-TZVPD" multiplicity=4 lumo_ev="0.2 / 0.2"
C -0.108 2.345 0.426
C -0.789 1.909 -0.748
C -1.925 1.133 -0.340
H -0.518 2.166 -1.772
C -1.961 1.117 1.093
C -0.820 1.856 1.565
H -0.558 2.039 2.606
H 0.799 2.951 0.456
H -2.661 0.683 -1.003
H -2.718 0.649 1.724
Er -0.002 -0.164 0.494
Cl -0.726 -2.081 1.879
P -0.103 -1.556 -2.016
C -1.840 -2.013 -2.361
C -2.391 -1.986 -3.652
H -1.796 -1.633 -4.494
C -3.703 -2.426 -3.861
H -4.119 -2.416 -4.870
C -4.476 -2.877 -2.785
H -5.493 -3.227 -2.953
C -3.948 -2.865 -1.488
H -4.555 -3.193 -0.639
C -2.642 -2.438 -1.275
H -2.233 -2.448 -0.259
C 0.546 -0.651 -3.460
C -0.152 0.476 -3.941
H -1.114 0.755 -3.507
C 0.378 1.234 -4.985
H -0.154 2.122 -5.330
C 1.586 0.855 -5.585
H 1.989 1.438 -6.413
C 2.287 -0.256 -5.105
H 3.235 -0.545 -5.560
C 1.782 -0.996 -4.035
H 2.336 -1.854 -3.654
C 0.814 -3.126 -1.917
C 0.406 -4.241 -2.661
H -0.499 -4.187 -3.267
C 1.160 -5.418 -2.627
H 0.849 -6.274 -3.229
C 2.303 -5.496 -1.828
H 2.888 -6.413 -1.805
C 2.688 -4.401 -1.042
H 3.570 -4.466 -0.401
C 1.949 -3.221 -1.077
H 2.249 -2.370 -0.454
C 4.366 0.681 3.133
C 4.466 0.900 1.760
C 3.341 0.702 0.927
C 2.171 0.270 1.514
C 2.034 0.091 2.876
C 3.161 0.283 3.703
H 5.240 0.824 3.770
H 5.402 1.223 1.311
H 3.425 0.903 -0.144
H 1.085 -0.199 3.340
H 3.068 0.115 4.773



No. 4
67
Properties=species:S:1:pos:R:3 method="wB97M-V/def2-TZVPD" de_lowest_ev=1.133 multiplicity=4 lumo_ev="-0.3 / -1.3"
Tc 0.267 -0.044 0.273
O 0.926 -0.103 -1.629
C 0.259 0.162 -2.700
C 0.646 -0.463 -3.910
C -0.017 -0.226 -5.085
C -1.091 0.665 -5.126
C -1.457 1.334 -3.984
C -0.808 1.119 -2.762
C -1.081 1.987 -1.660
N -0.657 1.751 -0.464
N -0.664 2.716 0.470
C 0.268 2.499 1.371
O 1.128 1.554 1.242
C 0.234 3.281 2.610
C -0.767 4.226 2.827
C -0.884 4.829 4.065
C -0.018 4.481 5.092
C 0.983 3.546 4.877
C 1.108 2.942 3.640
H 1.480 -1.149 -3.864
H 0.300 -0.729 -5.987
H -1.622 0.838 -6.049
H -2.278 2.034 -4.004
H -1.559 2.944 -1.869
H -1.450 4.452 2.022
H -1.661 5.562 4.237
H -0.144 4.922 6.072
H 1.655 3.280 5.681
H 1.861 2.194 3.449
F 4.470 -3.538 0.366
C 3.488 -2.919 1.063
C 2.684 -1.998 0.421
C 1.624 -1.396 1.089
C 1.432 -1.694 2.458
C 2.296 -2.598 3.081
F 2.173 -2.894 4.396
C 3.318 -3.234 2.402
C 0.319 -1.001 3.094
C 0.020 -1.037 4.456
C -1.030 -0.286 4.948
C -1.802 0.450 4.061
C -1.470 0.422 2.721
N -0.427 -0.253 2.245
H 2.883 -1.727 -0.607
H 3.965 -3.933 2.911
H 0.602 -1.638 5.133
H -1.246 -0.281 6.006
H -2.644 1.031 4.399
H -2.061 0.980 2.005
O -3.157 -2.253 -0.226
C -2.368 -1.357 -0.378
O -1.101 -1.399 -0.262
H -2.761 -0.332 -0.661
C 1.106 -6.502 -4.269
N 0.359 -5.776 -3.267
C 0.580 -4.550 -2.756
S -0.704 -3.772 -2.008
N 1.755 -3.905 -2.804
C 3.067 -4.442 -3.094
H 0.551 -7.402 -4.522
H 2.085 -6.798 -3.894
H 1.234 -5.911 -5.180
H -0.596 -6.065 -3.120
H 1.730 -3.046 -2.268
H 3.152 -4.719 -4.145
H 3.286 -5.311 -2.468
H 3.806 -3.673 -2.881